Entry 1:
DFT (ωB97M-V with the def2-TZVPD basis set) results for a 2-piece molecular cluster, C4H7NO3 overall.

CARTESIAN COORDINATES (ANGSTROEM)
C  0.20539  -0.03186  0.64215
H  0.79322  2.14531  -0.35778
H  0.21330  -1.89661  1.68502
C  -0.85882  1.11460  0.20272
O  1.37232  0.28880  0.72849
H  -0.72492  2.96142  -0.67169
H  -1.29203  -1.52387  0.75275
H  -0.96628  -0.70486  2.26492
H  1.27003  -1.94956  -2.27941
C  -0.49592  -1.13144  1.37956
O  -2.04874  1.02530  0.38071
C  0.99518  -1.13533  -1.59194
H  1.89849  -0.61361  -1.24191
O  -0.14813  -0.72123  -1.58042
N  -0.21309  2.17296  -0.31318

ΔE to the lowest compared entry with this formula, charge and spin in kJ/mol: 220.7
DFT total energy in Eh: -437.0593
Multiplicity: 1
Highest occupied orbital energy in eV: -9.108
Maximum force in eV/A: 3.7

---

Entry 2:
DFT (ωB97M-V with the def2-TZVPD basis set) results for CH4BrCuN2 as an isolated structure.

CARTESIAN COORDINATES (ANGSTROEM)
N  -1.48353  0.29014  -0.65329
H  -0.01475  1.37962  0.48526
Cu  0.08015  -1.04290  1.76288
H  0.16432  1.15878  -1.27958
Br  -2.12668  -0.97459  0.65257
H  1.05210  -0.98849  -0.85942
N  0.81116  -0.45819  -0.02632
C  -0.16605  0.66088  -0.36203
H  1.68327  -0.02525  0.27994

DFT total energy in Eh: -4364.3874
Multiplicity: 1
Highest occupied orbital energy in eV: -6.963
Maximum force in eV/A: 1.1

---

Entry 3:
DFT (ωB97M-V with the def2-TZVPD basis set) results for C10H25AlN2O4 as an isolated structure.

CARTESIAN COORDINATES (ANGSTROEM)
H  -18.24878  -3.28436  -7.91933
H  -16.13245  -8.05041  -11.19805
Al  -13.38298  -4.02824  -10.24141
H  -13.31632  -7.32217  -10.21990
C  -11.65339  -0.84964  -9.39884
H  -11.43629  -0.21501  -6.70484
H  -13.08109  -1.68266  -7.95364
H  -17.33303  -1.83883  -7.30644
H  -16.75002  -8.28281  -9.52512
C  -15.19471  -6.79528  -9.69728
O  -12.31055  -1.42150  -10.48756
H  -14.49230  -7.53227  -7.83619
H  -12.94580  -4.62570  -6.64204
H  -14.61729  -5.09983  -5.96854
O  -15.00520  -2.71438  -8.26154
C  -11.23987  -1.27124  -6.89690
H  -15.24150  -8.98768  -9.99609
H  -10.17301  -1.46234  -7.03493
H  -15.86278  -6.39604  -7.64165
H  -12.61091  -1.15368  -12.52457
H  -11.73742  -3.56772  -7.40492
H  -15.77226  -5.91674  -10.01846
C  -12.01021  -1.69589  -8.16377
O  -16.44768  -3.82322  -9.49354
H  -10.68533  -3.19242  -8.55523
H  -12.03962  0.14342  -9.16227
C  -15.86816  -8.10563  -10.14297
H  -14.27403  -6.90641  -11.38735
H  -17.17182  -3.41338  -6.55392
H  -11.21794  -0.28242  -11.95000
H  -12.77289  0.30297  -11.47852
C  -12.21703  -0.61908  -11.66284
C  -17.31653  -2.90913  -7.50989
N  -11.67491  -3.13409  -8.32009
C  -16.14568  -3.14327  -8.47868
C  -13.76168  -5.33590  -6.60908
O  -14.10967  -5.49383  -7.98158
H  -11.45349  -1.83800  -5.99001
N  -13.97530  -6.57946  -10.46768
H  -10.56849  -0.88344  -9.51998
C  -14.94861  -6.60580  -8.20083
H  -13.47637  -6.27034  -6.11538

Charge: +2
DFT total energy in Eh: -1048.1905
Multiplicity: 1
Highest occupied orbital energy in eV: -16.573
Maximum force in eV/A: 4.0

---

Entry 4:
DFT (ωB97M-V with the def2-TZVPD basis set) results for C8H16BrO6Pt as an isolated structure.

CARTESIAN COORDINATES (ANGSTROEM)
H  1.22652  -1.36130  -4.31804
C  -1.71504  0.43148  5.42295
C  1.67789  -0.38643  -4.13366
C  -2.06392  -3.58540  1.07466
H  -1.56974  1.38981  4.92438
O  -2.18204  -0.53474  4.47848
H  -1.06860  4.20329  -2.39736
H  3.51360  -0.87114  -5.21834
C  -1.20442  -0.98451  3.56676
H  -2.83439  -4.20235  1.53713
H  -2.53667  -2.94742  0.32796
O  -0.46102  2.33704  -3.10279
Br  2.40177  5.63798  4.09493
H  -0.41420  -2.25942  1.34634
Pt  4.05104  2.02505  2.32967
O  0.00451  -0.61957  3.43102
H  -2.38599  0.72144  6.23155
H  2.19238  -0.13135  -6.19669
C  -0.72191  3.23561  -2.03474
H  3.16902  0.83065  -5.03310
C  -1.07579  -2.80825  2.01655
O  0.70957  0.66103  -3.98164
O  1.41509  1.55122  -1.92624
O  -1.81516  -1.90391  2.84966
H  -1.43240  2.89740  -1.28046
H  2.35261  -0.48947  -3.28382
H  -0.74534  0.10879  5.80197
H  0.13884  3.41995  -1.39192
C  0.64457  1.52869  -2.92228
H  -1.55094  -4.29417  0.42458
C  2.70884  -0.13621  -5.23682
H  -0.42870  -3.46381  2.59931

Charge: +1
ΔE to the lowest compared entry with this formula, charge and spin in kJ/mol: 438.8
Expectation value of S²: 2.028
DFT total energy in Eh: -3458.6742
Multiplicity: 3
Highest occupied orbital energy (spin up / spin down) in eV: -13.118 / -13.118
Maximum force in eV/A: 4.5

---

Entry 5:
DFT (ωB97M-V with the def2-TZVPD basis set) results for one molecule with the formula C5H5F.

CARTESIAN COORDINATES (ANGSTROEM)
C  0.33747  -0.54437  1.01198
H  -0.62469  -1.60709  -1.82167
H  0.47008  -0.57640  2.16570
C  -0.33863  0.61890  0.30740
H  1.31738  -0.89252  -1.89416
H  1.45535  -2.23455  0.07788
C  -0.36358  0.32612  -0.91897
C  0.25798  -1.04645  -1.28920
F  -0.61979  1.86035  0.91890
C  0.70899  -1.42931  0.01909
H  -0.65335  1.01813  -1.57971

ΔE to the lowest compared entry with this formula, charge and spin in kJ/mol: 146.4
DFT total energy in Eh: -293.2863
Multiplicity: 1
Highest occupied orbital energy in eV: -8.955
Maximum force in eV/A: 5.7

---

Entry 6:
DFT (ωB97M-V with the def2-TZVPD basis set) results for one molecule with the formula C4H7OPS2.

CARTESIAN COORDINATES (ANGSTROEM)
S  -1.42099  0.82029  -1.86920
H  1.31995  -0.86272  -0.43385
C  -1.25498  0.07933  -0.24773
C  -0.00276  0.60035  0.49367
P  1.34963  0.38004  -3.59152
C  -0.16486  -0.02216  -2.50443
H  -0.04233  1.68499  0.72747
H  2.23407  0.35317  0.72299
H  0.00647  0.12846  1.48734
C  1.33312  0.17866  -0.09031
S  2.00705  1.13950  -1.49005
O  1.92040  -0.95035  -3.71721
H  0.03352  -0.85740  -1.84734
H  -1.13215  -0.99081  -0.49027
H  -2.17158  0.32254  0.20629

ΔE to the lowest compared entry with this formula, charge and spin in kJ/mol: 259.5
DFT total energy in Eh: -1369.4947
Multiplicity: 1
Highest occupied orbital energy in eV: -8.399
Maximum force in eV/A: 3.2

---

Entry 7:
DFT (ωB97M-V with the def2-TZVPD basis set) results for one molecule with the formula C3HClF2S.

CARTESIAN COORDINATES (ANGSTROEM)
C  -0.49228  1.12073  -0.05490
H  0.62523  -2.07211  0.12594
Cl  -1.80914  -1.20612  -0.00883
C  -0.40691  -0.21275  -0.08005
F  -1.62849  1.79879  -0.00861
C  0.82222  -0.97019  0.02944
S  2.30202  -0.32409  -0.02917
F  0.58733  1.86574  0.02618

ΔE to the lowest compared entry with this formula, charge and spin in kJ/mol: 0.0
DFT total energy in Eh: -1172.9697
Multiplicity: 1
Highest occupied orbital energy in eV: -9.051
Maximum force in eV/A: 1.3

---

Entry 8:
DFT (ωB97M-V with the def2-TZVPD basis set) results for a 2-piece molecular cluster, C3H6O3 overall.

CARTESIAN COORDINATES (ANGSTROEM)
O  0.85446  -0.75109  1.49107
H  -0.56015  -0.59002  -0.76364
O  1.18605  1.37804  -0.52109
H  -0.76270  -1.90114  1.92300
H  1.41601  1.22315  0.38500
H  -1.57629  -2.02675  -0.22873
H  0.12643  -2.06956  -0.83104
C  -0.60804  -1.53530  -0.22025
H  -0.47252  2.45294  0.04752
C  -0.06183  -1.46640  1.18415
C  0.28252  2.32645  -0.73242
O  0.17606  2.95969  -1.73357

ΔE to the lowest compared entry with this formula, charge and spin in kJ/mol: 133.5
DFT total energy in Eh: -343.6037
Multiplicity: 1
Highest occupied orbital energy in eV: -10.402
Maximum force in eV/A: 2.3